# 1
81
Properties=species:S:1:pos:R:3:forces:R:3 method="wB97M-V/def2-TZVPD" homo_ev=-5.428 lumo_energy_ev=2.2 charge=-1 orbital_gap_ev=7.59
C -6.28909 2.69727 0.74422 0.02 0.00 0.06
O -0.62678 1.72424 3.14036 0.31 -0.40 0.21
O -5.19100 3.40663 -5.22598 -0.01 0.02 0.01
H 1.73815 -4.43742 0.74301 -0.02 0.02 0.03
H -4.14542 0.32500 -5.72934 -0.01 -0.01 0.01
C 3.84986 1.05475 1.84996 0.15 0.25 0.58
H 2.86925 -0.20889 3.84350 0.01 0.02 0.11
C 2.00623 0.18666 3.30133 0.31 -0.16 0.13
H -4.98831 1.11633 -3.56582 0.00 0.00 0.02
C 2.54264 1.48610 2.67794 0.42 0.05 -0.36
H 2.31723 4.26823 2.01646 -0.12 0.03 0.14
H -7.28760 3.13179 0.69548 0.00 0.02 -0.01
H 3.84503 -4.40707 -2.52584 -0.01 0.02 -0.04
C 5.21548 -2.08665 -1.59851 0.07 -0.09 -0.05
O -4.46293 2.05294 -0.60425 -0.06 0.04 -0.11
H 3.37326 -1.39370 -2.48084 -0.01 0.00 0.03
H 3.81745 3.10826 3.42139 0.00 0.10 -0.09
H -3.26589 1.45129 -3.40028 0.00 0.00 0.02
H 5.29540 -3.00226 0.38953 -0.03 -0.08 -0.01
C 1.20936 -1.71615 1.62618 -0.40 0.09 0.92
H -6.06132 1.75231 -6.09437 0.02 -0.03 -0.02
C -4.15224 1.67790 -3.98792 -0.03 -0.03 -0.02
O 1.12202 4.09350 4.12665 -0.02 0.16 -0.11
H 4.07816 -1.72311 0.20861 0.00 0.00 -0.02
C -5.88247 2.00983 -0.55361 0.04 0.04 -0.01
S 2.00862 3.22449 4.86683 -0.09 -0.30 0.11
H -6.29112 2.54344 -1.42265 -0.05 -0.02 0.02
H -3.02541 1.68781 -5.83318 0.00 0.00 -0.01
H -4.86322 2.60060 -7.09092 -0.01 0.03 0.00
O 1.41282 2.31694 5.81973 -0.09 -0.01 -0.09
H -0.06281 1.92485 3.89658 -0.09 0.21 0.12
C 1.56754 -0.86423 2.39570 -0.12 -0.11 -0.69
H -5.04003 4.07894 1.92544 0.00 -0.02 0.02
C 4.05578 -2.23940 -2.57963 -0.03 0.06 0.00
S -0.83175 1.01372 0.33573 0.09 0.12 0.11
C 2.30323 -6.51941 0.39351 -0.03 -0.05 0.04
O -0.48951 3.62263 1.50358 0.04 0.35 0.08
H 1.05075 -7.90825 -0.69256 -0.01 0.00 0.00
H 3.71579 1.72535 4.48091 0.09 -0.03 0.09
H 0.63521 -2.49455 1.18190 0.26 0.03 -0.38
H -6.26514 1.98610 1.57258 0.01 -0.01 -0.01
H 4.36593 -2.31324 -3.62236 0.01 -0.01 0.00
H 0.23324 -7.31197 2.18144 0.00 -0.05 -0.01
H -6.20795 0.96901 -0.60667 0.01 -0.01 -0.01
O 0.12458 -5.73468 0.86251 0.00 0.01 -0.01
H 3.03762 4.50990 -0.30279 0.04 0.09 0.04
H 5.59924 -1.07117 -1.52451 -0.06 0.04 0.02
C 2.61514 3.58179 0.05529 -0.03 0.00 0.13
C -5.09288 2.26680 -6.07731 -0.03 -0.04 0.06
C -5.17079 3.72654 0.90331 -0.02 0.01 -0.08
N 1.64607 2.21855 1.76110 -0.49 0.09 1.46
C 2.20594 3.45611 1.30798 0.32 -0.26 -0.92
C 3.13716 2.36008 3.82022 -0.43 0.22 -0.07
H 2.31672 -3.53609 -2.27435 -0.01 -0.01 0.01
C 4.57854 -2.55179 -0.29860 -0.12 0.17 0.12
H -0.81989 -7.55988 0.77518 -0.01 0.02 0.01
P -0.03523 2.09987 1.70234 -0.24 -0.15 -0.95
O 3.64165 0.66060 0.71531 -0.12 -0.33 -0.88
H 6.03789 -2.74948 -1.88561 0.00 0.00 0.01
H 1.17248 -5.09417 -0.79529 0.04 0.00 -0.02
H -5.36624 4.59258 0.26528 0.00 0.00 0.00
O 3.59946 -3.54529 -0.66712 0.14 -0.04 -0.04
H 3.06263 -6.54049 -0.38532 0.01 0.02 -0.01
H -3.49383 2.36384 1.19016 0.03 0.01 0.00
H -5.08729 3.47766 -3.16363 -0.02 0.02 -0.01
C -3.96063 2.94989 0.39567 -0.05 -0.02 0.09
H 1.71750 -8.61271 0.78572 0.01 0.01 0.02
H 2.80860 -6.48911 1.36111 0.01 0.01 0.00
C 3.38993 -3.51422 -2.07445 0.05 0.05 0.03
H -0.09964 4.18589 2.18983 -0.03 0.02 0.06
H 2.54582 2.74814 -0.62716 -0.03 -0.08 0.00
C 0.13160 -7.13625 1.10342 0.06 0.04 0.05
H -3.55909 3.76654 -4.01159 0.01 -0.01 0.02
C -4.47320 3.16436 -4.00716 0.07 0.00 -0.02
H -3.19403 3.58286 -0.04826 0.04 -0.04 -0.02
C -4.01062 1.37649 -5.47925 0.03 0.05 0.02
C 1.36347 -5.33134 0.25586 -0.11 -0.08 0.00
C 1.32811 -7.69603 0.34292 0.02 0.03 -0.06
H 1.23803 0.35451 4.05411 -0.09 0.01 0.01
O 4.90649 1.16450 2.50379 0.27 -0.12 0.10
H 2.84073 4.04061 5.55804 0.12 0.03 0.04

# 2
17
Properties=species:S:1:pos:R:3:forces:R:3 method="wB97M-V/def2-TZVPD" homo_ev=-9.240 lumo_energy_ev=0.5 charge=0 e_above_lowest_kcal_mol=40.8 smiles="O=C[C@@H]1CCc2ncnn21" orbital_gap_ev=9.72
H 1.02766 -0.78316 -1.75943 -0.90 0.82 0.55
C -0.90612 0.77588 0.42396 -0.95 -2.91 -2.74
O 0.55210 -2.44347 0.91948 1.22 1.04 -1.74
C 0.70579 -0.54447 -0.71014 -0.26 -2.06 0.19
C 0.34961 1.49068 0.68467 -1.30 2.73 2.09
H 1.98365 -2.36791 -0.60931 -0.49 -0.04 0.94
H 0.46073 1.54919 1.80710 0.51 -0.55 -1.02
H -3.74128 -0.22824 -0.08824 -0.82 -0.79 -0.45
H 2.28356 0.38110 0.51379 -1.42 0.07 -0.01
C -2.68665 -0.14792 -0.10809 -1.51 -1.62 -0.75
C 1.38125 0.69897 -0.09792 4.27 0.93 -1.07
N -1.84587 -0.94328 -0.76446 0.11 1.08 0.49
H 0.14776 2.63020 0.50945 0.84 -2.00 -0.52
N -0.71407 -0.31159 -0.43564 2.36 1.91 0.73
C 1.12216 -1.91484 -0.01700 -0.57 -0.01 0.37
N -2.20849 0.83902 0.59851 1.44 2.52 1.71
H 2.08824 1.31984 -0.86672 -2.52 -1.14 1.23

# 3
20
Properties=species:S:1:pos:R:3:forces:R:3 method="wB97M-V/def2-TZVPD" homo_ev="-8.718 / -8.742" lumo_energy_ev="-1.7 / -1.6" charge=0 e_above_lowest_kcal_mol=0.0 orbital_gap_ev="7.03 / 7.11"
O -1.58125 0.13001 2.24755 -0.18 -0.40 0.50
C 0.22658 -0.31706 -2.23991 0.01 -0.44 -1.10
H -0.38510 1.41963 1.29763 -0.09 -0.10 -0.16
C 1.45876 0.47639 -0.39172 0.23 0.31 -0.85
O -1.44679 -2.06449 -1.17421 -0.06 -0.21 -0.18
H -0.78351 -0.16673 -2.61697 0.10 0.02 0.15
C -1.20472 0.74223 1.05926 -0.12 0.14 -0.39
H -2.31071 -0.48283 2.04659 0.26 0.33 -0.01
H 0.90530 0.34443 -2.77444 0.02 0.05 0.17
C 2.01628 0.46676 0.91556 1.15 0.25 0.48
C -0.81063 -0.19426 -0.06318 0.36 0.80 1.18
N 0.29501 -0.02529 -0.81164 -0.29 -0.19 0.31
N -1.73588 -1.18547 -0.36984 0.06 -0.31 -0.24
H 2.12132 0.80590 -1.17601 -0.13 -0.01 -0.01
O -2.80045 -1.15448 0.25157 -0.28 -0.03 -0.10
H -2.04264 1.33845 0.64891 0.18 -0.03 0.09
H 2.11723 -0.03543 2.80924 0.28 0.16 -0.03
Br 3.88931 1.26367 0.80657 -0.74 -0.30 0.11
N 1.56509 -0.00770 1.96668 -0.79 -0.25 0.01
H 0.50678 -1.35373 -2.43163 0.02 0.20 0.09

# 4
15
Properties=species:S:1:pos:R:3:forces:R:3 method="wB97M-V/def2-TZVPD" homo_ev="-15.177 / -15.177" lumo_energy_ev="-6.7 / -6.7" charge=+1 e_above_lowest_kcal_mol=77.6 smiles="CN1C(=[NH2+])C(=O)NC1=O" orbital_gap_ev="8.52 / 8.52"
N 0.51816 1.79972 0.11930 1.77 1.21 -0.45
O 0.84640 -2.89652 0.25401 -0.93 -1.77 0.52
N 2.38167 -1.22965 -0.10282 -4.26 2.19 0.58
C -1.31971 -0.72535 0.01644 -0.92 -1.03 2.92
H -1.93167 -0.45628 -0.81389 0.06 0.39 -0.84
N 0.10788 -0.76854 -0.19804 2.44 5.02 0.03
H -1.76555 -1.70139 0.41271 1.28 0.68 -0.94
H 3.03725 -1.90285 -0.27940 2.46 -1.70 -0.19
H -1.57454 -0.13185 0.92818 0.30 0.26 -0.81
H 0.99383 2.72874 0.36772 -0.54 -1.73 -0.58
O 3.56174 0.71674 0.19742 0.20 1.08 -0.30
H -0.42203 1.87636 -0.27627 -0.11 -0.15 0.64
C 1.15599 0.69886 -0.03978 -4.95 -4.03 0.01
C 2.55564 0.11762 0.00183 0.58 -1.56 0.65
C 0.99967 -1.75660 0.05904 2.62 1.13 -1.26

# 5
13
Properties=species:S:1:pos:R:3:forces:R:3 method="wB97M-V/def2-TZVPD" homo_ev=-9.748 lumo_energy_ev=-0.4 charge=0 e_above_lowest_kcal_mol=117.7 smiles="C[C@@H](CO)N=O" orbital_gap_ev=9.36
H -0.51668 -0.73242 -1.12479 0.12 3.92 -0.11
H -0.55494 1.65483 1.36389 0.00 -0.51 -0.48
C 1.10086 -0.15450 0.01159 0.02 0.28 0.42
N -1.08876 -1.10809 0.50671 0.47 -1.36 -0.08
O 1.65450 -1.14476 -0.81270 0.02 -0.24 0.16
H 1.38427 -0.30574 1.05921 0.01 0.08 0.02
O -1.01138 -2.02340 -0.31062 -1.14 -1.02 1.88
H -1.98665 1.50661 0.33806 0.14 -0.12 -0.08
H -0.48455 2.15912 -0.32482 -0.09 -0.11 0.02
C -0.89875 1.39768 0.34189 -0.03 -0.30 -0.51
H 1.37858 -2.01191 -0.48844 0.07 0.07 -0.09
H 1.51665 0.79699 -0.33094 -0.01 -0.12 0.09
C -0.43828 -0.00238 -0.13901 0.42 -0.56 -1.25

# 6
73
Properties=species:S:1:pos:R:3:forces:R:3 method="wB97M-V/def2-TZVPD" homo_ev=-10.998 lumo_energy_ev=-4.0 charge=+1 e_above_lowest_kcal_mol=5.8 orbital_gap_ev=7.04
H 1.38905 -5.27204 -1.06788 0.00 0.00 0.00
C -0.90007 -3.78461 0.92849 -0.05 0.11 0.07
C 5.73825 -3.84465 -0.59482 0.00 -0.01 0.01
H 5.87532 -5.27777 0.99534 0.00 0.00 0.00
N -1.44172 -0.24626 0.33376 -0.06 -0.16 -0.34
C -0.80940 -2.51771 0.37407 0.21 -0.36 -0.07
H 0.44922 0.31742 2.33501 0.02 0.03 0.01
C 0.75557 -4.51198 -0.63361 -0.02 -0.02 0.03
C -4.47769 2.52162 1.18118 -0.02 -0.06 -0.06
C 5.04496 -2.75921 -1.10663 -0.01 -0.02 -0.01
N -2.39194 0.72490 0.54966 -0.14 0.09 0.03
S -1.27860 1.75032 -1.72392 -0.35 -0.07 0.19
H 3.57074 1.53485 -5.80636 0.01 0.01 0.00
H 5.22383 2.73768 -2.76534 -0.01 -0.01 0.00
C 4.23326 -3.92689 1.28090 0.00 0.01 0.00
C -1.75137 4.27471 2.39477 0.07 0.09 0.02
H -5.20866 3.31898 1.29988 0.00 0.01 -0.02
N 3.51850 0.84389 -3.86688 -0.01 0.09 0.03
Pt -0.00558 0.02321 -1.06554 0.23 0.06 0.03
C -1.63903 5.47468 1.70509 -0.02 -0.04 0.06
C 3.93843 -2.25511 -0.42823 0.01 0.00 -0.01
C 4.98956 0.84780 -3.80826 0.01 -0.03 -0.04
H 2.77734 3.34100 -0.10995 0.00 -0.01 0.02
H 2.18617 3.56555 -5.47570 0.01 -0.01 0.00
C 5.33165 -4.43128 0.59657 0.00 0.01 -0.01
H 2.12959 2.63633 -1.59666 -0.02 0.03 -0.04
H -2.19863 6.34179 2.03127 0.00 0.00 0.00
C -0.80231 5.56327 0.60213 0.01 -0.04 -0.04
C -2.40378 1.64153 -0.36483 0.06 0.04 -0.09
H 3.52599 3.57739 -4.32754 0.00 -0.01 0.01
H 5.33716 1.21362 -4.77280 -0.01 0.01 0.00
H 2.68622 -2.43276 1.29688 0.00 0.00 -0.01
H 5.25818 1.31116 -1.71333 0.00 0.00 0.00
H -2.54773 -1.58104 1.40839 0.02 -0.03 0.02
C 2.84258 0.13666 -2.96138 -0.04 -0.28 0.04
H -3.80916 2.50478 2.03696 -0.01 -0.03 -0.01
H 1.97285 1.10011 -5.25978 -0.01 0.00 0.02
C 2.61301 3.05395 -4.61283 0.03 0.00 0.02
H 1.48977 1.66979 2.76050 0.03 0.00 -0.02
C -0.18254 3.23433 0.87020 0.07 0.01 0.01
C 5.55482 1.70197 -2.68516 0.01 0.01 0.01
S 1.07821 0.15051 -3.12068 0.01 0.14 -0.12
H 5.32251 -0.18415 -3.69989 0.00 0.00 0.01
H 0.55463 4.53282 -0.68303 0.00 0.01 0.01
H 6.64403 1.69082 -2.73345 0.00 0.00 0.00
C -1.02450 3.16792 1.98346 0.12 0.06 0.06
C 2.88916 1.60096 -4.95903 -0.01 -0.05 -0.03
H -1.11617 2.24403 2.54256 0.01 0.00 0.01
C 3.53991 -2.84122 0.77085 0.01 0.01 0.03
C 0.79175 -3.21750 -1.13267 -0.03 0.10 -0.04
H 6.59933 -4.23284 -1.12252 -0.01 0.00 0.00
C -0.08580 4.45022 0.18813 -0.06 0.02 -0.03
C 3.14692 -1.11094 -0.97285 -0.02 0.01 -0.12
Si 0.94009 1.81788 0.41106 0.09 0.03 0.03
H 1.89728 3.12187 -3.79488 -0.03 0.01 0.03
C -1.67059 -1.42320 0.79079 -0.05 0.34 0.12
N 3.54194 -0.63851 -2.15319 0.11 0.17 0.00
H 3.18441 1.67036 -0.55621 -0.01 0.02 -0.02
H 1.43714 -2.94466 -1.95842 0.02 0.00 -0.01
H -0.70773 6.49803 0.06523 0.00 0.00 0.00
H 2.16220 0.25201 1.91188 0.05 -0.03 -0.03
H 3.92363 -4.37713 2.21518 0.00 0.00 0.00
N 0.03071 -2.24912 -0.64446 -0.13 -0.07 0.02
H -1.58354 -3.97201 1.74578 0.00 0.00 -0.01
H -4.98377 1.56653 1.06945 0.00 0.00 0.02
C -0.10040 -4.79498 0.41498 0.06 -0.07 -0.05
C 2.39657 2.42193 -0.56313 0.05 0.02 0.07
C 1.30366 0.90884 1.99733 -0.14 -0.07 -0.05
H 5.35243 -2.29443 -2.03285 0.00 0.00 0.00
H -0.15319 -5.79405 0.82596 0.00 0.01 0.01
O 2.21291 -0.66078 -0.27635 -0.06 -0.07 0.28
S -3.55676 2.92714 -0.31101 0.03 -0.02 -0.07
H -2.39505 4.20599 3.26284 0.01 0.02 0.01

Looking at electronic energy for the records above, in order, we have -78509.352, -12851.307, -85964.731, -12801.351, -8805.426, -82712.694 eV.